{
  "formula": "C15H19CoN5O2SSb",
  "method": "wB97M-V/def2-TZVPD",
  "symbols": ["Co", "O", "N", "C", "C", "C", "C", "C", "S", "H", "H", "H", "H", "C", "C", "Sb", "C", "C", "C", "C", "H", "H", "H", "H", "H", "H", "H", "H", "H", "H", "H", "H", "H", "H", "H", "O", "N", "C", "C", "N", "C", "N", "N", "C"],
  "xyz": [[0.84041, 1.71287, -0.44150], [1.30686, 0.62505, 1.24684], [2.31271, 1.04159, 1.99238], [2.36253, 0.58577, 3.25941], [3.37723, 0.93077, 4.10803], [4.37923, 1.78564, 3.64000], [4.31182, 2.25180, 2.35682], [3.25612, 1.89353, 1.48965], [3.11173, 2.46595, -0.10162], [1.54471, -0.06610, 3.52486], [3.38034, 0.54573, 5.11778], [5.19460, 2.08280, 4.28822], [5.06090, 2.92197, 1.95985], [-0.95182, -2.34171, 2.23284], [-2.04839, -1.82265, 1.29955], [-1.15707, -0.53184, -0.20436], [-2.83692, -0.39084, -1.58107], [-4.13277, -1.05699, -1.11892], [-0.15741, -2.12086, -1.27593], [-0.96507, -3.40857, -1.41570], [-1.36426, -2.91316, 3.06976], [-0.36763, -1.51476, 2.64352], [-0.25319, -2.99291, 1.70035], [-2.77183, -1.21493, 1.84727], [-2.59063, -2.64089, 0.82273], [-2.49223, -0.81242, -2.52906], [-2.99023, 0.67713, -1.74114], [-4.00082, -2.12967, -0.96072], [-4.93150, -0.92903, -1.85586], [-4.48585, -0.63098, -0.17690], [0.79662, -2.29719, -0.77421], [0.06705, -1.68554, -2.25076], [-1.12667, -3.89223, -0.44969], [-0.45341, -4.12914, -2.06123], [-1.94693, -3.21612, -1.85754], [0.71587, 0.77445, -2.25615], [0.64677, 2.02356, -2.50469], [0.29136, 2.41060, -3.68419], [-0.00818, 1.45816, -4.72526], [-0.25330, 0.71875, -5.56805], [0.20949, 3.81680, -3.98078], [0.12708, 4.92155, -4.28132], [-0.81528, 3.97273, 0.83640], [-0.19202, 3.12134, 0.36038]],
  "mulliken_charge": [0.535, -0.473, 0.275, -0.148, -0.732, -0.118, -0.800, 0.449, -0.419, 0.283, 0.397, 0.358, 0.395, -0.880, -0.910, 0.735, -0.958, -1.097, -0.954, -0.980, 0.405, 0.017, 0.288, 0.495, 0.337, 0.463, 0.469, 0.242, 0.358, 0.290, 0.477, 0.444, 0.198, 0.412, 0.187, -0.648, 0.211, 0.642, 0.206, -0.495, -0.040, -0.470, -0.771, 0.325],
  "multiplicity": 2,
  "total_charge": -1,
  "e_tot_ev": -82405.906,
  "relative_energy_ev": 0.7646
}

---

{
  "formula": "C20H14BClF4N6O4Rh",
  "method": "wB97M-V/def2-TZVPD",
  "symbols": ["Rh", "N", "C", "C", "C", "C", "C", "C", "C", "N", "C", "C", "N", "C", "H", "H", "H", "H", "H", "H", "H", "N", "C", "C", "C", "C", "C", "C", "C", "N", "C", "C", "N", "C", "H", "H", "H", "H", "H", "H", "H", "F", "B", "F", "F", "F", "O", "Cl", "O", "O", "O"],
  "xyz": [[-3.05681, -1.30029, 0.47653], [3.38388, 7.28172, 1.08524], [2.54380, 6.51591, 0.92185], [1.51063, 5.54518, 0.73105], [0.28313, 5.91001, 0.18636], [-0.71174, 4.96497, 0.02013], [-0.49499, 3.64473, 0.39497], [0.73896, 3.27863, 0.92518], [1.73406, 4.21904, 1.09661], [-1.52703, 2.67381, 0.23861], [-2.77101, 2.87138, -0.33189], [-3.42399, 1.68550, -0.28416], [-2.59011, 0.77068, 0.30691], [-1.46416, 1.38403, 0.61166], [0.10837, 6.93664, -0.10200], [-1.65575, 5.27831, -0.40090], [0.94426, 2.25703, 1.21066], [2.68755, 3.93292, 1.51688], [-3.09254, 3.81228, -0.73527], [-4.42262, 1.44098, -0.60110], [-0.63898, 0.92924, 1.12739], [6.40706, -4.79946, -3.00678], [5.49198, -4.37235, -2.45983], [4.36150, -3.84608, -1.75945], [4.50516, -3.41865, -0.44104], [3.40935, -2.94805, 0.25576], [2.16242, -2.89210, -0.35647], [2.02567, -3.28583, -1.68454], [3.11726, -3.76531, -2.38088], [1.02714, -2.42607, 0.37115], [1.01734, -1.90235, 1.65158], [-0.26551, -1.56915, 1.94104], [-1.03132, -1.89350, 0.84776], [-0.24084, -2.40493, -0.07453], [5.47435, -3.46077, 0.03476], [3.54325, -2.63620, 1.28114], [1.07184, -3.21891, -2.18905], [3.00752, -4.07904, -3.40911], [1.89797, -1.80331, 2.25665], [-0.70343, -1.16735, 2.83769], [-0.58209, -2.77178, -1.02732], [-3.24819, -2.37033, -3.86626], [-2.34857, -1.74094, -3.14537], [-2.37115, -0.41252, -3.01960], [-1.18511, -2.35291, -2.85968], [-3.15419, -2.05999, -1.31903], [-5.06123, -1.34978, 3.86177], [-4.33433, -1.28821, 2.68058], [-4.99667, -0.52699, 1.63197], [-4.05742, -2.60330, 2.10595], [-3.02468, -0.66656, 2.84643]],
  "mulliken_charge": [0.860, -0.430, -0.010, 0.384, -1.114, -0.534, 2.028, -0.508, -1.121, 0.268, 0.088, -1.474, 0.749, -0.343, 0.473, 0.283, 0.348, 0.449, 0.395, 0.523, 0.131, -0.427, -0.011, 0.423, -1.087, -0.470, 1.922, -0.410, -1.226, 0.357, -0.179, -1.344, 0.245, -0.337, 0.472, 0.303, 0.332, 0.470, 0.421, 0.623, 0.512, -0.182, 0.429, -0.264, -0.122, -0.751, -0.562, 1.964, -0.529, -0.575, -0.447],
  "total_charge": 1,
  "e_tot_ev": -65163.612,
  "relative_energy_ev": 2.1224
}

---

{
  "formula": "C11H27ClIN2OP2PmS",
  "method": "wB97M-V/def2-TZVPD",
  "symbols": ["C", "C", "H", "H", "H", "O", "I", "Pm", "P", "C", "C", "H", "H", "H", "H", "H", "H", "C", "H", "H", "H", "P", "C", "C", "H", "H", "H", "C", "H", "H", "H", "H", "H", "H", "Cl", "S", "C", "N", "C", "C", "N", "H", "H", "H", "H", "H", "H"],
  "xyz": [[-0.01120, 0.85332, -7.73199], [-0.00712, 1.42899, -6.32886], [-0.00833, 1.67861, -8.46311], [-0.90094, 0.23153, -7.86336], [0.87333, 0.22443, -7.86501], [0.00161, 2.56322, -6.00885], [-0.01936, -0.17472, -4.80749], [-0.01728, 0.09199, 0.15166], [2.47673, -0.10974, -0.00564], [3.27132, 1.09639, 0.99683], [2.97397, -1.73616, 0.53317], [4.05152, -1.77377, 0.39122], [4.06503, -0.07024, -1.69286], [2.47490, -2.51510, -0.05757], [2.48848, -0.64404, -2.34487], [2.99180, 0.98725, 2.05335], [2.71942, -1.89733, 1.59152], [2.98625, 0.08471, -1.69169], [4.33715, 0.92801, 0.86641], [2.74681, 1.09305, -2.05741], [3.00287, 2.11146, 0.67359], [-2.51425, -0.07270, -0.00254], [-3.29011, 1.14674, 0.99813], [-3.02265, 0.12600, -1.68875], [-2.54939, -2.47799, -0.05155], [-4.11339, -1.71214, 0.40002], [-2.78025, -1.85407, 1.59761], [-3.03501, -1.69085, 0.53978], [-2.53441, -0.60977, -2.34129], [-4.10329, -0.01550, -1.68905], [-4.35840, 0.99558, 0.86718], [-3.00494, 2.15717, 0.67477], [-2.77081, 1.13075, -2.05567], [-3.01306, 1.03364, 2.05501], [-0.03340, -1.89648, -1.48398], [-0.03248, -1.97133, 1.99179], [0.01772, -0.84806, 3.28769], [1.14162, -0.42562, 3.89043], [0.84131, 0.45891, 5.00242], [-0.68887, 0.52209, 5.00539], [-1.06550, -0.33816, 3.89771], [2.10985, -0.69929, 3.62691], [1.28940, 1.43866, 4.82094], [1.22615, 0.02472, 5.92623], [-1.05507, 1.53448, 4.82007], [-1.10400, 0.12588, 5.93292], [-2.05373, -0.53454, 3.63878]],
  "mulliken_charge": [-0.904, 0.481, 0.298, 0.322, 0.321, -0.399, -0.090, 0.882, 0.615, -1.155, -1.111, 0.459, 0.425, 0.324, 0.302, 0.264, 0.317, -1.145, 0.390, 0.393, 0.398, 0.608, -1.157, -1.140, 0.327, 0.462, 0.327, -1.115, 0.302, 0.426, 0.389, 0.398, 0.395, 0.265, -0.394, -0.181, 0.083, -0.058, -0.522, -0.534, -0.079, 0.270, 0.298, 0.338, 0.298, 0.340, 0.267],
  "multiplicity": 5,
  "total_charge": 2,
  "e_tot_ev": -83449.209
}